{
  "formula": "C2H4P2",
  "method": "ωB97M-V/def2-TZVPD",
  "max_force_ev_per_a": 3.04,
  "gap_ev": [7.66, 6.83],
  "de_lowest_kcal_mol": 79.59,
  "homo_ev": [-7.964, -7.813],
  "energy_ev": -20711.34908,
  "lumo_energy_ev": [-0.30, -0.98],
  "symbols": ["C", "C", "P", "P", "H", "H", "H", "H"],
  "coordinates": [[1.435, -0.248, -0.141], [1.521, 0.766, 0.616], [-0.251, -1.180, 0.342], [-1.596, 0.363, -0.123], [2.189, -0.559, -0.775], [1.143, 1.494, 1.198], [-2.655, -0.603, 0.308], [-1.787, -0.032, -1.425]],
  "atomic_forces_ev_per_a": [[-2.056, -0.292, 0.894], [0.703, -1.567, -1.083], [2.589, 0.064, 0.267], [-1.789, -0.345, 0.847], [1.156, -1.082, -1.443], [-1.119, 2.061, 1.930], [0.669, 1.172, -0.259], [-0.153, -0.011, -1.154]]
}